Entry 1:
148
Properties=species:S:1:pos:R:3:mulliken_charge:R:1 method="wB97M-V/def2-TZVPD" smiles="CC(=O)N(C)CCCC[C@@]1(P(C)O)[C@@H](I)NC(=O)[C@]1(B(O)N(C)C)c1ccncc1.CN(C)P(=O)(N(C)C)N(C)C.CN(C)P(=O)(N(C)C)N(C)C.CN(C)P(=O)(N(C)C)N(C)C" homo_energy_ev=-7.77 orbital_gap_ev=7.12 fmax_ev_per_a=8.303 multiplicity=1 e_tot_ha=-4387.0974 e_lumo_ev=-0.7
C 1.95 4.56 2.41 -1.11
C 1.92 3.00 2.53 0.64
O 2.87 2.41 2.10 -0.55
N 0.80 2.42 3.16 0.23
C -0.44 3.20 2.86 -1.09
C 0.54 1.05 2.68 -1.44
C -0.19 0.18 3.77 0.41
C 0.09 -1.34 3.56 -1.18
C -0.10 -2.23 4.83 -0.91
C 1.22 -2.65 5.58 1.71
P 0.49 -4.11 6.62 -0.11
C 1.38 -5.71 6.14 -0.75
O 0.80 -3.88 8.26 -0.44
C 2.42 -3.08 4.66 -1.42
I 1.92 -4.27 2.89 0.08
N 3.18 -1.83 4.37 -0.22
C 2.76 -0.78 5.22 -0.54
O 3.03 0.36 5.09 -0.57
C 1.93 -1.50 6.38 2.28
B 0.97 -0.51 7.23 -0.03
O 0.96 0.87 7.01 -0.74
N 0.09 -1.02 8.32 -0.11
C 0.35 -0.18 9.52 -1.09
C -1.36 -0.88 7.98 -1.04
C 3.08 -1.85 7.36 -0.20
C 3.62 -3.13 7.62 -0.16
C 4.68 -3.27 8.51 -0.62
N 5.30 -2.34 9.25 -0.67
C 4.76 -1.15 8.97 -0.37
C 3.73 -0.83 8.08 -0.74
H 1.74 4.90 1.38 0.17
H 1.34 5.06 3.19 0.33
H 3.00 4.83 2.62 0.38
H -0.43 3.61 1.83 0.34
H -0.57 4.00 3.60 0.30
H -1.34 2.56 2.90 0.40
H 1.45 0.50 2.36 0.58
H -0.13 1.11 1.79 0.37
H -1.28 0.40 3.69 0.65
H 0.14 0.57 4.74 -0.36
H -0.66 -1.69 2.82 0.67
H 1.07 -1.43 3.06 0.16
H -0.52 -3.19 4.48 0.56
H -0.85 -1.80 5.52 0.09
H 1.27 -6.39 7.01 0.47
H 2.43 -5.56 5.84 0.34
H 0.81 -6.12 5.29 0.08
H 1.00 -4.76 8.63 0.33
H 3.20 -3.71 5.10 0.88
H 3.13 -1.59 3.38 0.58
H 0.06 1.19 6.84 0.31
H -0.09 0.84 9.42 0.40
H -0.13 -0.65 10.40 0.31
H 1.43 -0.11 9.74 0.32
H -1.86 -0.37 8.83 0.44
H -1.78 -1.90 7.89 0.24
H -1.53 -0.27 7.06 0.35
H 3.22 -4.02 7.11 0.01
H 5.07 -4.29 8.64 0.35
H 5.21 -0.31 9.52 0.34
H 3.44 0.22 7.96 0.43
O -2.33 4.82 -1.85 -0.82
P -1.37 4.75 -3.03 0.89
N 0.00 4.27 -2.08 0.20
C 1.40 4.59 -2.32 -0.84
C -0.12 2.96 -1.45 -1.07
N -1.34 6.46 -3.29 0.23
C -0.13 7.26 -3.31 -1.28
C -2.42 7.25 -2.70 -1.00
N -0.49 4.53 -4.54 0.00
C -1.21 5.09 -5.72 -1.06
C -0.28 3.10 -4.88 -0.90
H 1.83 4.06 -3.18 0.29
H 2.00 4.32 -1.45 0.38
H 1.57 5.65 -2.45 0.20
H -0.07 2.14 -2.17 0.23
H -1.07 2.87 -0.92 0.33
H 0.66 2.80 -0.70 0.29
H 0.28 7.40 -2.30 0.30
H -0.34 8.25 -3.72 0.45
H 0.63 6.84 -3.96 0.36
H -2.26 7.40 -1.62 0.30
H -3.38 6.76 -2.84 0.33
H -2.49 8.23 -3.18 0.31
H -2.20 4.64 -5.83 0.35
H -0.64 4.90 -6.63 0.40
H -1.33 6.16 -5.67 0.30
H -1.21 2.54 -4.85 0.39
H 0.43 2.62 -4.20 0.25
H 0.16 3.00 -5.87 0.19
O -1.59 5.29 -9.71 -0.81
P -0.81 5.09 -11.00 0.92
N 0.66 4.59 -10.21 0.09
C 2.02 4.80 -10.65 -0.79
C 0.55 3.32 -9.48 -1.10
N -0.71 6.77 -11.37 0.18
C 0.53 7.49 -11.60 -1.26
C -1.64 7.67 -10.69 -0.99
N -0.15 4.73 -12.59 -0.09
C -0.99 5.26 -13.70 -1.05
C -0.06 3.27 -12.87 -1.09
H 2.31 4.20 -11.53 0.29
H 2.72 4.55 -9.85 0.40
H 2.23 5.84 -10.88 0.17
H 0.46 2.46 -10.15 0.21
H -0.33 3.32 -8.83 0.27
H 1.42 3.16 -8.83 0.45
H 1.08 7.66 -10.67 0.32
H 0.33 8.47 -12.04 0.44
H 1.18 6.99 -12.32 0.36
H -1.33 7.87 -9.66 0.30
H -2.65 7.24 -10.67 0.32
H -1.73 8.62 -11.22 0.31
H -2.01 4.88 -13.65 0.37
H -0.56 4.99 -14.67 0.41
H -1.04 6.35 -13.70 0.31
H -1.02 2.77 -12.68 0.38
H 0.70 2.79 -12.26 0.26
H 0.23 3.09 -13.90 0.40
O -0.78 -7.41 4.14 -0.66
P -1.78 -7.92 3.12 0.73
N -2.77 -8.72 4.30 0.10
C -3.55 -9.93 4.13 -0.77
C -3.44 -7.81 5.24 -0.92
N -0.68 -9.06 2.42 0.21
C -0.94 -10.49 2.32 -1.28
C 0.74 -8.86 2.67 -0.86
N -2.93 -8.29 1.83 -0.11
C -2.38 -8.02 0.47 -1.08
C -4.16 -7.47 1.90 -1.09
H -4.43 -9.82 3.50 0.29
H -3.90 -10.29 5.11 0.39
H -2.96 -10.76 3.74 0.17
H -4.24 -7.23 4.77 0.26
H -2.73 -7.10 5.67 0.12
H -3.87 -8.36 6.08 0.41
H -0.85 -10.99 3.29 0.31
H -0.22 -10.96 1.64 0.44
H -1.92 -10.71 1.89 0.37
H 1.02 -9.20 3.68 0.29
H 1.01 -7.82 2.56 0.19
H 1.34 -9.42 1.95 0.30
H -2.07 -6.98 0.36 0.37
H -3.14 -8.24 -0.29 0.42
H -1.54 -8.66 0.23 0.31
H -3.93 -6.40 1.96 0.37
H -4.78 -7.73 2.76 0.25
H -4.79 -7.64 1.02 0.42

---

Entry 2:
15
Properties=species:S:1:pos:R:3:mulliken_charge:R:1 method="wB97M-V/def2-TZVPD" smiles=C[NH+](C)CO homo_energy_ev=-16.15 total_charge=+1 orbital_gap_ev=12.75 fmax_ev_per_a=3.734 multiplicity=1 e_tot_ha=-250.0007 e_lumo_ev=-3.4
C 0.62 -1.37 -0.50 -0.71
C -1.22 -0.24 0.67 -0.90
C 0.42 1.21 -0.27 -0.31
N -0.31 -0.12 -0.42 -0.23
O 1.19 1.02 0.92 -0.44
H 1.16 -1.27 0.45 0.35
H -0.05 -2.18 -0.82 0.36
H 1.43 -1.18 -1.25 0.31
H -0.82 0.04 1.64 0.33
H -2.05 0.37 0.45 0.45
H -1.68 -1.28 0.74 0.34
H 0.83 1.24 -1.32 0.39
H -0.37 1.97 -0.09 0.35
H -0.91 0.04 -1.30 0.41
H 1.75 1.74 1.11 0.31

---

Entry 3:
17
Properties=species:S:1:pos:R:3:mulliken_charge:R:1 method="wB97M-V/def2-TZVPD" smiles="C=CC=O.C=CC" homo_energy_ev=-9.57 orbital_gap_ev=9.62 fmax_ev_per_a=0.983 multiplicity=1 e_tot_ha=-309.7838 e_lumo_ev=0.0
O 1.57 -1.13 1.31 -0.47
C 0.90 -0.76 2.25 0.06
C -0.57 -0.43 2.19 -0.12
C -1.26 -0.65 1.06 -0.57
C -0.19 0.61 -1.96 0.01
C 0.52 1.44 -0.89 -0.90
C 0.12 -0.66 -2.27 -0.69
H 1.35 -0.67 3.27 0.33
H -1.04 -0.04 3.11 0.31
H -0.12 1.88 -0.12 0.28
H -2.32 -0.43 0.97 0.26
H -0.78 -0.99 0.14 0.18
H -1.04 1.10 -2.47 0.27
H 0.99 2.28 -1.41 0.35
H 1.33 0.87 -0.40 0.19
H -0.38 -1.22 -3.06 0.25
H 0.91 -1.19 -1.73 0.25

---

Entry 4:
9
Properties=species:S:1:pos:R:3:mulliken_charge:R:1 method="wB97M-V/def2-TZVPD" homo_energy_ev=-8.86 orbital_gap_ev=8.38 fmax_ev_per_a=4.591 multiplicity=1 e_tot_ha=-512.6096 e_lumo_ev=-0.5
C 0.57 -0.05 -1.10 0.79
C -0.61 1.13 1.26 -0.41
C 0.28 -1.13 -0.49 -0.86
N 0.49 1.09 -1.47 -0.55
P -0.52 1.83 -0.16 0.08
H 0.13 0.52 1.63 0.34
H -0.50 -1.80 -0.85 0.22
H 1.01 -1.69 0.15 0.25
H -1.67 2.57 -0.74 0.14

---

Entry 5:
118
Properties=species:S:1:pos:R:3:mulliken_charge:R:1 method="wB97M-V/def2-TZVPD" homo_energy_ev=-7.79 total_charge=-1 orbital_gap_ev=9.29 fmax_ev_per_a=3.666 multiplicity=1 e_tot_ha=-6229.8010 e_lumo_ev=1.5
O 3.09 -1.10 -1.37 -0.69
C 1.92 -1.08 -1.17 -0.08
O 1.27 -0.29 -0.35 -0.90
B -0.19 -0.58 -0.38 1.30
O -0.32 -1.55 -1.49 0.12
C 0.87 -1.96 -1.89 0.84
O 1.08 -2.83 -2.69 -0.69
O -0.93 0.67 -0.62 0.21
C -1.79 0.87 0.37 0.56
O -2.54 1.78 0.49 -1.28
C -1.58 -0.27 1.40 0.08
O -0.72 -1.13 0.87 -0.49
O -2.11 -0.38 2.47 -0.48
Cl 2.16 -3.17 1.74 -0.18
C 0.67 -3.19 2.74 0.31
C 0.89 -4.04 3.96 -0.53
Cl -0.61 -4.04 4.95 -0.22
H -0.12 -3.60 2.12 0.17
H 0.47 -2.16 3.02 -0.15
H 1.64 -3.58 4.61 0.34
H 1.18 -5.07 3.77 0.37
Cl -1.17 -6.88 -1.95 -0.23
C -0.24 -5.41 -1.51 0.13
C 0.92 -5.68 -0.60 -0.03
Cl 0.38 -6.35 0.97 -0.20
H -0.95 -4.71 -1.07 -0.10
H 0.13 -5.00 -2.45 0.15
H 1.46 -4.76 -0.41 -0.12
H 1.61 -6.39 -1.05 0.44
Cl -4.99 2.30 -2.91 -0.23
C -4.97 0.69 -2.13 0.51
C -5.00 0.79 -0.64 2.08
Cl -6.57 1.35 -0.03 -0.29
H -4.03 0.24 -2.45 -0.76
H -5.82 0.13 -2.49 0.40
H -4.21 1.47 -0.31 -0.76
H -4.76 -0.18 -0.21 -0.73
C -2.56 -0.98 5.68 -0.40
N -1.60 -0.28 6.56 0.95
O -1.29 -0.79 7.62 -0.58
O -1.18 0.79 6.17 -0.55
H -2.94 -1.85 6.22 0.37
H -1.99 -1.32 4.82 -0.10
H -3.41 -0.34 5.47 0.30
C -2.18 -3.39 -3.60 -0.93
N -2.34 -2.03 -4.17 0.84
O -2.82 -1.18 -3.45 -0.41
O -1.95 -1.84 -5.31 -0.60
H -2.33 -3.29 -2.53 0.17
H -1.19 -3.74 -3.86 0.41
H -2.93 -4.05 -4.04 0.45
C -0.62 0.99 -3.77 -0.71
N 0.52 1.90 -3.53 1.10
O 0.35 2.87 -2.84 -0.53
O 1.57 1.58 -4.06 -0.62
H -1.35 1.10 -2.98 0.00
H -0.30 -0.03 -3.95 0.19
H -1.10 1.28 -4.71 0.47
C 1.21 3.26 0.23 0.39
O 0.62 4.04 1.26 -0.40
C 0.24 3.47 2.41 0.56
O -0.25 4.12 3.27 -0.58
O 0.50 2.16 2.43 -0.13
C 0.19 1.45 3.64 -1.09
H 2.22 2.96 0.50 0.31
H 1.23 3.87 -0.67 0.26
H 0.59 2.40 0.00 -0.44
H 0.55 0.44 3.44 0.29
H -0.88 1.44 3.80 0.37
H 0.70 1.87 4.50 0.54
C -5.09 4.78 1.74 -0.76
O -4.13 4.73 0.72 -0.26
C -2.86 5.01 1.09 0.81
O -2.49 5.32 2.17 -0.55
O -2.01 4.80 0.08 -0.27
C -2.50 4.48 -1.21 -0.09
H -5.26 3.81 2.21 0.23
H -6.03 5.10 1.30 0.27
H -4.85 5.50 2.52 0.34
H -1.63 4.36 -1.85 0.18
H -3.19 5.22 -1.60 0.42
H -2.99 3.51 -1.24 -0.28
C 10.22 -0.72 -0.71 -0.76
O 8.86 -0.62 -1.07 -0.30
C 8.63 -0.01 -2.24 0.72
O 9.47 0.46 -2.95 -0.58
O 7.34 0.05 -2.54 -0.33
C 6.39 -0.71 -1.77 -0.38
H 10.71 -1.58 -1.16 0.29
H 10.30 -0.84 0.37 0.26
H 10.75 0.19 -0.98 0.34
H 6.47 -0.47 -0.71 0.17
H 6.53 -1.76 -1.98 0.58
H 5.43 -0.35 -2.13 -0.04
C -5.87 -1.89 -2.35 -1.12
O -5.07 -1.54 -1.22 0.16
C -5.60 -1.71 -0.02 0.40
O -6.67 -2.19 0.22 -0.60
O -4.73 -1.26 0.86 0.21
C -5.12 -1.34 2.22 -0.60
H -6.09 -2.96 -2.40 0.31
H -5.25 -1.69 -3.22 0.32
H -6.75 -1.25 -2.40 0.46
H -5.45 -2.35 2.46 0.32
H -5.98 -0.68 2.42 0.31
H -4.30 -1.00 2.83 0.00
C 3.94 2.06 -2.08 -0.44
O 5.26 2.28 -1.63 -0.34
C 5.56 2.52 -0.37 0.80
O 4.78 2.66 0.53 -0.57
O 6.88 2.52 -0.26 -0.35
C 7.46 2.46 1.02 -0.72
H 3.41 2.99 -2.28 0.49
H 3.37 1.53 -1.32 -0.04
H 3.94 1.51 -3.01 0.38
H 7.41 1.42 1.35 0.28
H 6.90 3.05 1.74 0.33
H 8.50 2.77 0.99 0.24

---

Please write out number 2 again, unchanged.
15
Properties=species:S:1:pos:R:3:mulliken_charge:R:1 method="wB97M-V/def2-TZVPD" smiles=C[NH+](C)CO homo_energy_ev=-16.15 total_charge=+1 orbital_gap_ev=12.75 fmax_ev_per_a=3.734 multiplicity=1 e_tot_ha=-250.0007 e_lumo_ev=-3.4
C 0.62 -1.37 -0.50 -0.71
C -1.22 -0.24 0.67 -0.90
C 0.42 1.21 -0.27 -0.31
N -0.31 -0.12 -0.42 -0.23
O 1.19 1.02 0.92 -0.44
H 1.16 -1.27 0.45 0.35
H -0.05 -2.18 -0.82 0.36
H 1.43 -1.18 -1.25 0.31
H -0.82 0.04 1.64 0.33
H -2.05 0.37 0.45 0.45
H -1.68 -1.28 0.74 0.34
H 0.83 1.24 -1.32 0.39
H -0.37 1.97 -0.09 0.35
H -0.91 0.04 -1.30 0.41
H 1.75 1.74 1.11 0.31